Here is C41H35AsN10ORhS as an isolated structure from the OMol25 dataset. Energies are from ωB97M-V with the def2-TZVPD basis set.

strongest force on any atom	0.9	eV/Å
2S+1	1
energy relative to the best compared isomer or geometry (same formula, charge and spin)	72.6	kJ/mol
LUMO	-8.8	eV
total charge	+3

Last column: Mulliken charge in e.
Cartesian coordinates (Å):
Rh1 1.34 -0.52 1.21  -0.37
C1 0.76 3.83 1.47  -0.60
C2 1.39 2.65 1.09  -0.20
N1 1.36 1.58 1.87  0.13
C3 0.71 1.69 3.06  0.60
C4 0.07 2.87 3.40  -0.31
N2 0.08 3.93 2.60  -0.51
C5 0.79 0.48 3.91  -0.41
C6 0.69 0.44 5.29  -0.75
C7 1.12 -0.71 5.98  0.98
C8 1.81 -1.68 5.22  -0.62
C9 1.87 -1.56 3.85  -0.24
N3 1.22 -0.58 3.22  0.91
C10 2.91 -2.17 2.99  0.53
C11 3.77 -3.19 3.37  -0.51
N4 4.87 -3.48 2.68  -0.47
C12 5.15 -2.71 1.64  -0.78
C13 4.28 -1.72 1.20  -0.35
N5 3.14 -1.48 1.84  0.40
C14 0.97 -0.82 7.44  0.74
C15 1.77 -1.67 8.20  -0.54
C16 1.57 -1.73 9.57  -0.43
N6 0.65 -1.03 10.21  -0.52
C17 -0.12 -0.23 9.49  -0.44
C18 -0.01 -0.09 8.11  -0.59
H1 0.80 4.70 0.83  0.45
H2 1.92 2.56 0.15  0.53
H3 -0.48 2.96 4.33  0.44
H4 0.36 1.31 5.82  0.63
H5 2.31 -2.50 5.72  0.25
H6 3.57 -3.79 4.25  0.47
H7 6.08 -2.89 1.12  0.41
H8 4.51 -1.11 0.34  0.80
H9 2.56 -2.26 7.77  0.32
H10 2.19 -2.38 10.18  0.39
H11 -0.88 0.33 10.03  0.39
H12 -0.70 0.56 7.60  0.42
C19 -4.83 4.26 -9.99  -0.86
O1 -5.29 4.32 -8.63  -0.44
C20 -4.54 3.77 -7.68  0.88
C21 -3.33 3.12 -7.90  -0.47
C22 -2.64 2.59 -6.83  -0.80
C23 -3.13 2.70 -5.53  0.26
C24 -4.35 3.36 -5.32  -0.54
C25 -5.05 3.89 -6.37  -0.75
C26 -2.38 2.13 -4.43  0.43
N7 -1.13 1.71 -4.47  -0.82
C27 -0.86 1.27 -3.22  1.00
C28 -1.95 1.42 -2.37  -0.11
N8 -2.92 1.96 -3.17  -0.11
C29 -1.93 1.01 -1.02  -0.10
C30 -3.01 1.06 -0.10  -0.54
C31 -2.84 0.59 1.17  -1.47
C32 -1.59 0.10 1.57  -0.53
N9 -0.57 0.07 0.74  0.95
C33 -0.72 0.49 -0.54  0.25
C34 0.42 0.33 -1.39  0.19
N10 1.53 -0.24 -0.84  0.93
C35 2.58 -0.46 -1.62  -0.67
C36 2.61 -0.10 -2.97  -1.02
C37 1.50 0.49 -3.54  -0.56
C38 0.36 0.70 -2.74  0.49
H13 -5.59 4.76 -10.58  0.25
H14 -4.74 3.22 -10.31  0.36
H15 -3.88 4.78 -10.10  0.36
H16 -2.92 3.02 -8.89  0.44
H17 -1.70 2.08 -6.99  0.42
H18 -4.75 3.50 -4.32  0.24
H19 -5.98 4.42 -6.23  0.45
H20 -3.87 2.18 -2.92  0.21
H21 -3.97 1.46 -0.41  0.55
H22 -3.66 0.59 1.88  0.52
H23 -1.44 -0.29 2.57  0.56
H24 3.43 -0.94 -1.17  -0.02
H25 3.50 -0.29 -3.55  0.48
H26 1.48 0.79 -4.58  0.65
C39 0.38 -3.18 -2.35  -0.93
As1 0.93 -3.88 -0.65  0.71
C40 2.77 -4.38 -0.78  -1.02
C41 -0.09 -5.46 -0.29  -1.10
S1 0.41 -2.59 1.02  -0.35
H27 0.34 -4.02 -3.05  0.51
H28 1.10 -2.45 -2.70  0.22
H29 -0.61 -2.73 -2.26  0.37
H30 2.84 -5.19 -1.51  0.50
H31 3.14 -4.73 0.18  0.35
H32 3.37 -3.54 -1.14  0.30
H33 0.11 -6.16 -1.10  0.45
H34 -1.15 -5.21 -0.26  0.40
H35 0.22 -5.89 0.66  0.40



Here is C41H35CaN5O4Si as an isolated structure from the OMol25 dataset. Energies are from ωB97M-V with the def2-TZVPD basis set.

strongest force on any atom	5.3	eV/Å
2S+1	1
energy relative to the best compared isomer or geometry (same formula, charge and spin)	215.5	kJ/mol
LUMO (alpha / beta)	0.1 / 0.1	eV

Last column: Mulliken charge in e.
Cartesian coordinates (Å):
Ca1 11.21 12.00 11.44  1.93
C1 15.47 8.32 14.20  -0.44
O1 14.54 7.78 13.21  -0.44
C2 13.54 8.65 13.14  0.13
N1 13.48 9.60 14.16  1.05
C3 14.95 9.73 14.58  -0.43
C4 15.20 10.24 16.00  0.23
C5 14.62 9.41 17.01  -0.46
C6 14.85 9.69 18.37  -1.16
C7 15.50 10.88 18.66  -0.26
C8 15.97 11.78 17.69  -0.89
C9 15.84 11.43 16.31  0.02
C10 12.98 8.71 11.82  0.27
C11 13.05 7.44 11.09  -0.78
C12 12.61 7.37 9.79  -0.90
C13 12.38 8.57 9.06  -0.70
C14 12.56 9.74 9.80  -0.12
N2 12.65 9.88 11.19  -0.33
C15 12.63 10.90 8.95  0.89
N3 12.30 12.12 9.24  -0.35
C16 12.67 13.10 8.14  -0.25
C17 13.28 12.06 7.15  -0.49
O2 13.05 10.73 7.66  -0.42
C18 11.58 13.98 7.65  0.35
C19 10.31 13.45 7.30  -0.13
C20 9.23 14.25 6.88  -0.69
C21 9.45 15.63 6.70  -0.42
C22 10.70 16.15 7.10  -0.58
C23 11.72 15.35 7.62  -0.47
H1 16.47 8.30 13.80  0.26
H2 15.48 7.66 15.09  0.39
H3 15.27 10.46 13.83  0.62
H4 13.92 8.66 16.78  0.65
H5 14.63 9.02 19.16  0.46
H6 15.54 11.20 19.70  0.35
H7 16.39 12.73 18.01  0.39
H8 16.17 12.19 15.60  0.47
H9 13.37 6.54 11.62  0.37
H10 12.36 6.41 9.37  0.34
H11 11.99 8.66 8.06  0.46
H12 13.43 13.78 8.55  0.44
H13 14.39 12.16 7.12  0.25
H14 12.92 12.16 6.13  0.36
H15 10.12 12.39 7.40  0.33
H16 8.24 13.82 6.88  0.39
H17 8.68 16.24 6.19  0.38
H18 10.79 17.22 7.10  0.38
H19 12.57 15.85 8.05  0.34
O3 11.56 14.09 11.62  -0.64
N4 10.57 14.86 12.01  -0.40
N5 9.46 14.23 12.21  1.20
O4 9.25 13.00 11.65  -1.07
C24 8.31 14.86 12.74  -0.08
C25 7.10 14.17 12.78  -0.43
C26 5.96 14.84 13.23  -0.46
C27 6.05 16.19 13.64  -0.35
C28 7.28 16.85 13.67  -0.69
C29 8.39 16.18 13.11  -0.04
H20 7.10 13.13 12.44  0.38
H21 5.02 14.34 13.14  0.39
H22 5.07 16.58 14.07  0.28
H23 7.44 17.84 14.09  0.37
H24 9.34 16.65 12.89  0.49
C30 9.92 7.83 17.66  -0.46
C31 10.71 8.86 18.11  -0.58
C32 11.30 9.74 17.23  -0.11
C33 11.17 9.53 15.81  0.52
C34 10.38 8.45 15.40  -0.42
C35 9.72 7.62 16.31  -0.63
Si1 12.10 10.58 14.57  -0.81
C36 12.44 12.42 14.92  0.59
C37 11.50 13.28 15.56  -0.61
C38 11.67 14.65 15.46  -0.83
C39 12.84 15.18 14.93  -0.50
C40 13.89 14.36 14.49  -0.87
C41 13.61 12.97 14.40  0.23
H25 9.45 7.18 18.41  0.33
H26 10.88 8.98 19.19  0.39
H27 11.82 10.57 17.66  0.48
H28 10.29 8.22 14.33  0.30
H29 9.12 6.84 15.89  0.43
H30 11.17 10.63 13.34  -0.42
H31 10.69 12.84 16.09  0.49
H32 11.01 15.30 15.98  0.52
H33 12.99 16.25 14.80  0.41
H34 14.89 14.74 14.31  0.40
H35 14.30 12.24 13.92  0.39



Here is C41H35CdClN2Si2 as an isolated structure from the OMol25 dataset. Energies are from ωB97M-V with the def2-TZVPD basis set.

strongest force on any atom	2.0	eV/Å
2S+1	1
energy relative to the best compared isomer or geometry (same formula, charge and spin)	29.7	kJ/mol
LUMO	-1.1	eV

Last column: Mulliken charge in e.
Cartesian coordinates (Å):
C1 -1.85 -0.75 5.06  -0.47
C2 -2.68 -0.13 4.09  -0.82
C3 -2.78 -1.00 2.97  -0.71
H1 -3.17 0.83 4.19  0.50
C4 -2.00 -2.17 3.24  -0.55
C5 -1.43 -2.01 4.54  -0.82
H2 -0.80 -2.74 5.06  0.56
H3 -1.61 -0.35 6.03  0.52
H4 -3.39 -0.84 2.08  0.57
H5 -1.91 -3.03 2.59  0.50
Cd1 0.41 0.22 2.49  0.62
Si1 2.21 0.16 -4.61  0.34
C6 1.43 1.66 -5.40  0.08
C7 2.06 2.31 -6.46  -0.62
H6 3.04 1.95 -6.82  0.34
C8 1.44 3.42 -7.06  -0.49
H7 1.93 3.91 -7.90  0.36
C9 0.22 3.90 -6.57  -0.58
H8 -0.26 4.76 -7.03  0.36
C10 -0.42 3.24 -5.50  -0.65
H9 -1.38 3.60 -5.13  0.41
C11 0.18 2.12 -4.92  0.11
H10 -0.31 1.59 -4.09  0.66
C12 1.67 -1.36 -5.54  0.59
C13 0.54 -1.28 -6.39  -0.25
H11 0.11 -0.30 -6.63  0.31
C14 -0.04 -2.46 -6.87  -0.59
H12 -0.91 -2.40 -7.52  0.37
C15 0.50 -3.71 -6.53  -0.48
H13 0.02 -4.63 -6.88  0.37
C16 1.66 -3.78 -5.75  -0.46
H14 2.12 -4.74 -5.51  0.36
C17 2.25 -2.61 -5.25  -0.56
H15 3.15 -2.66 -4.61  0.30
H16 1.49 0.07 -3.34  -0.15
Si2 -0.13 0.10 -0.05  0.47
C18 -0.96 -1.52 -0.44  0.89
C19 -2.09 -1.59 -1.28  -0.25
H17 -2.53 -0.68 -1.70  0.36
C20 -2.66 -2.83 -1.60  -0.67
H18 -3.56 -2.88 -2.22  0.38
C21 -2.10 -4.02 -1.14  -0.51
H19 -2.53 -4.97 -1.42  0.40
C22 -0.95 -3.96 -0.36  -0.54
H20 -0.48 -4.88 -0.02  0.40
C23 -0.37 -2.74 -0.03  -0.62
H21 0.57 -2.74 0.54  0.19
C24 -1.26 1.47 -0.56  0.18
C25 -2.45 1.64 0.18  -0.20
H22 -2.62 1.03 1.07  0.25
C26 -3.38 2.62 -0.21  -0.75
H23 -4.29 2.76 0.38  0.42
C27 -3.15 3.40 -1.33  -0.62
H24 -3.89 4.14 -1.64  0.38
C28 -1.97 3.25 -2.05  -0.46
H25 -1.80 3.91 -2.91  0.40
C29 -1.02 2.32 -1.66  -0.63
H26 -0.05 2.26 -2.16  0.82
H27 3.69 0.29 -4.29  -0.21
Cl1 1.72 0.31 -0.93  -0.37
C30 2.87 -2.66 4.98  -0.65
C31 2.00 -2.16 4.00  -0.33
N1 1.58 -0.87 4.06  0.24
C32 1.85 -0.10 5.17  0.17
C33 2.73 -0.55 6.20  0.96
C34 3.26 -1.85 6.05  -0.61
C35 3.05 0.35 7.28  -0.88
C36 2.43 1.56 7.42  -0.86
C37 1.42 1.98 6.47  0.88
C38 0.68 3.17 6.57  -0.61
C39 -0.28 3.50 5.61  -0.68
C40 -0.45 2.67 4.49  -0.34
N2 0.34 1.58 4.32  -0.02
C41 1.19 1.18 5.31  -0.16
H28 3.22 -3.70 4.91  0.40
H29 1.63 -2.76 3.15  0.33
H30 3.98 -2.23 6.77  0.41
H31 3.84 0.05 7.98  0.36
H32 2.70 2.25 8.22  0.38
H33 0.82 3.85 7.41  0.40
H34 -0.92 4.37 5.71  0.39
H35 -1.21 2.85 3.71  0.47



Here is C41H35Cl2FN6O7PbS3 as an isolated structure from the OMol25 dataset. Energies are from ωB97M-V with the def2-TZVPD basis set.

strongest force on any atom	1.9	eV/Å
2S+1	1
LUMO	-1.2	eV

Last column: Mulliken charge in e.
Cartesian coordinates (Å):
Pb1 -0.56 -0.23 -1.47  2.11
C1 3.96 1.06 -1.20  -1.05
C2 4.74 -0.08 -1.04  -0.44
C3 4.12 -1.30 -1.09  -0.65
C4 2.72 -1.40 -1.29  0.06
N1 1.98 -0.28 -1.41  0.39
C5 2.60 0.90 -1.38  -0.62
N2 2.24 -2.66 -1.31  -0.48
C6 1.11 -3.01 -1.84  0.08
N3 0.22 -2.23 -2.49  -0.46
C7 -0.72 -3.00 -3.10  0.34
N4 -1.61 -2.62 -3.96  -0.55
C8 -1.74 -1.35 -4.42  0.26
C9 -2.54 -1.20 -5.56  -0.52
C10 -2.72 0.05 -6.11  -0.44
C11 -2.09 1.14 -5.52  -0.98
C12 -1.33 0.92 -4.40  -0.26
N5 -1.16 -0.27 -3.85  -0.12
C13 -0.50 -4.41 -2.71  -0.71
C14 -1.21 -5.57 -2.94  -0.17
C15 -0.70 -6.75 -2.40  -0.72
C16 0.48 -6.76 -1.68  -0.60
C17 1.18 -5.59 -1.42  -0.15
C18 0.67 -4.41 -1.94  0.52
H1 4.39 2.05 -1.19  0.51
H2 5.81 0.00 -0.90  0.45
H3 4.67 -2.23 -0.98  0.54
H4 1.94 1.75 -1.50  0.77
H5 -3.00 -2.08 -5.98  0.52
H6 -3.35 0.18 -6.99  0.41
H7 -2.20 2.14 -5.92  0.46
H8 -0.83 1.73 -3.88  0.58
H9 -2.13 -5.55 -3.50  0.52
H10 -1.24 -7.67 -2.55  0.41
H11 0.85 -7.70 -1.29  0.41
H12 2.08 -5.58 -0.84  0.56
C19 2.61 6.11 2.16  -2.01
C20 3.32 4.88 2.73  0.54
C21 4.81 4.96 2.44  -0.98
C22 5.51 3.85 3.21  -1.21
C23 4.85 2.53 2.94  1.23
C24 5.55 1.37 3.16  -0.67
C25 4.99 0.14 2.84  -0.35
F1 5.72 -0.97 3.03  -0.38
C26 3.73 0.03 2.31  -0.57
C27 2.98 1.20 2.09  0.88
C28 1.68 1.14 1.48  0.11
O1 1.07 0.02 1.15  0.57
C29 1.07 2.35 1.14  0.59
C30 1.64 3.53 1.56  -0.26
N6 2.81 3.61 2.20  0.32
C31 3.54 2.47 2.42  -0.93
C32 -0.25 2.53 0.30  0.13
O2 -1.16 3.12 0.85  -0.76
O3 -0.13 2.14 -0.88  -0.70
H13 3.10 6.99 2.57  0.45
H14 1.57 6.15 2.45  0.54
H15 2.70 6.15 1.08  0.38
H16 3.16 4.86 3.81  0.21
H17 5.20 5.93 2.74  0.40
H18 4.98 4.83 1.37  0.30
H19 5.48 4.06 4.28  0.37
H20 6.56 3.79 2.92  0.46
H21 6.56 1.40 3.55  0.53
H22 3.34 -0.93 2.04  0.46
H23 1.09 4.43 1.38  0.56
C33 -4.68 -1.04 4.13  -1.57
C34 -4.69 -0.64 2.69  1.21
C35 -3.81 0.33 2.24  -0.66
C36 -3.74 0.65 0.89  -0.78
C37 -4.58 0.01 0.00  0.67
C38 -5.50 -0.92 0.44  -0.77
C39 -5.57 -1.24 1.79  -1.02
S1 -4.42 0.23 -1.79  0.06
C40 -5.27 1.87 -1.87  -1.15
O4 -3.00 0.55 -2.05  -0.26
H24 -5.07 -0.23 4.75  0.35
H25 -3.66 -1.24 4.43  0.32
H26 -5.29 -1.93 4.29  0.36
H27 -3.15 0.83 2.94  0.59
H28 -3.02 1.38 0.54  0.71
H29 -6.15 -1.42 -0.27  0.39
H30 -6.27 -1.98 2.14  0.35
H31 -4.82 2.55 -1.15  0.30
H32 -6.32 1.72 -1.65  0.43
H33 -5.15 2.25 -2.88  0.42
Cl1 -4.63 -4.32 0.76  -0.19
C41 -3.11 -3.49 1.06  0.50
Cl2 -2.01 -3.67 -0.30  -0.03
H34 -2.66 -3.92 1.95  0.36
H35 -3.30 -2.43 1.21  -0.74
O5 -1.74 -1.77 2.98  -0.64
S2 -1.11 -0.84 2.09  1.19
O6 -0.95 0.49 2.58  -0.64
O7 -1.49 -1.04 0.70  -0.45
S3 0.97 -1.41 2.03  -0.53



no.,total energy (hartree)
1,-4949.9600
2,-3125.0857
3,-2899.7952
4,-4846.3103